Record 1
ORCA calculation (ωB97M-V/def2-TZVPD) on a 8-piece molecular cluster, C48H86BO21 overall.

Cartesian coordinates (Å):
O -4.836 -1.050 5.480
C -1.407 -14.011 -5.749
C -1.837 -2.414 0.255
O 1.669 3.369 -1.108
C 5.768 3.137 0.841
H 2.495 2.392 1.825
C 4.360 15.696 -0.575
H -3.817 -1.730 -0.279
H -1.522 -14.914 -5.149
C 3.865 14.760 0.490
C -3.611 -0.446 2.273
H -2.597 1.706 -6.802
H 0.347 -3.998 -1.074
C -0.661 -3.881 -1.484
H 6.086 2.546 -0.013
H -1.323 -4.618 -1.018
C -0.363 -5.577 -3.394
H 2.253 -9.249 2.236
H 0.246 -3.517 -3.378
H 0.309 -10.749 0.408
H 3.918 2.323 2.859
H -2.246 -8.506 -3.056
O 4.838 19.066 -0.888
H -3.745 1.081 3.792
C -0.510 1.038 2.873
O -1.309 0.977 -4.463
H 1.596 7.984 0.875
H 0.014 -7.801 0.864
C -1.312 -7.975 -3.274
C -1.150 -1.121 -5.350
H -0.797 4.979 1.255
H -1.565 -8.049 -0.727
H 6.216 2.743 1.757
C 4.262 3.280 0.969
O 4.172 4.594 1.566
C -1.188 -2.485 -1.136
C 0.560 -9.874 1.013
H 0.341 2.551 5.898
H 0.719 -14.176 -4.123
H -2.421 -2.155 2.860
O -5.963 0.860 5.540
C 5.270 5.298 1.232
H -1.192 -9.756 -0.859
H 1.674 8.900 -0.652
H -4.675 -0.212 2.181
H 4.291 13.767 0.357
H -1.052 1.237 6.495
H -5.098 -2.731 1.497
C 4.933 17.885 -0.792
C 0.542 -13.121 -4.351
H -0.867 4.265 -1.719
H 3.943 15.433 -1.552
C -0.585 -4.116 -2.995
H 1.274 -8.306 -0.274
H -0.010 2.190 -0.787
C -0.239 -8.547 -2.342
C 4.219 8.105 -0.785
H -2.351 -6.193 -3.836
H 3.943 8.367 1.329
H 2.181 -10.990 1.947
H 4.139 15.133 1.478
H -2.648 0.042 -7.401
H -3.836 -3.893 1.843
H -3.289 0.274 5.799
H 3.789 1.250 1.448
H -1.953 -2.216 -1.874
C 2.065 8.821 0.366
C -2.961 0.517 3.278
C -1.342 4.741 0.341
C -1.571 -6.473 -3.118
C -0.781 -12.307 -2.716
O 6.199 4.496 0.669
O -1.128 -11.906 -1.654
H 1.340 -12.741 -4.983
H -2.382 -13.745 -6.154
C 0.325 -8.599 0.185
C -0.110 0.783 4.342
H 0.168 1.754 2.389
O 6.030 17.174 -1.154
H -0.103 -9.879 1.883
C 5.868 15.836 -0.669
C -5.816 -0.325 4.904
H -4.324 -1.572 8.000
H -1.509 -3.750 -3.460
H -0.151 -5.625 -4.469
H -0.436 0.683 -6.294
C -4.094 -0.189 6.378
H 0.529 -5.947 -2.882
C -0.632 0.192 -3.592
H 0.653 -7.917 -2.336
C -1.956 1.497 2.672
C -5.160 0.834 6.726
H 0.062 -9.520 -2.744
C 1.812 4.701 -1.237
C 3.582 8.785 0.389
C -0.751 -8.758 -0.907
H -2.745 -1.636 7.205
H -3.557 -3.457 -0.462
O 0.509 -12.385 -3.127
C 3.575 2.251 1.827
C 0.428 3.116 -0.425
H 3.857 7.084 -0.884
H 0.631 3.037 0.646
H -2.110 -1.594 -5.122
H -1.598 -1.442 0.684
C -2.581 0.659 -6.504
H -3.160 -0.322 1.287
O 2.839 12.017 1.235
H -1.984 -6.273 -2.126
H 5.302 8.069 -0.684
H -0.899 -11.940 -5.439
H 3.981 8.656 -1.699
C 2.835 10.862 0.931
H 3.801 3.343 -0.018
H -0.390 0.100 2.304
H -1.962 5.598 0.085
O 1.771 10.043 1.063
H -2.424 -0.063 4.034
C -0.376 4.363 -0.747
H -0.403 -0.243 4.599
H 0.989 0.763 4.355
H -0.386 -1.748 -1.175
H -4.027 -2.091 3.585
H -1.976 3.872 0.526
H -1.493 2.631 5.120
H 2.783 14.660 0.458
O 0.680 5.346 -0.907
O -0.297 0.516 -2.501
C -4.012 -2.847 1.566
O 5.386 6.473 1.400
C 2.002 -10.013 1.495
O 3.882 10.208 0.401
O -6.426 -0.650 3.932
H -3.125 -0.285 8.278
H 6.340 15.758 0.314
H -1.057 -8.191 -4.318
O -1.611 -12.743 -3.692
O -0.391 -1.021 -4.145
B -0.609 1.860 5.512
H -2.096 2.491 3.099
H -4.768 1.828 6.923
O 2.830 5.225 -1.580
H -5.780 0.502 7.565
H -1.410 -3.187 0.906
H 6.336 15.139 -1.359
O 3.979 17.065 -0.308
C -3.539 -0.970 7.537
H -0.608 -1.722 -6.076
H -3.452 0.471 -5.875
C -1.319 0.334 -5.750
C -3.356 -2.602 0.197
H -2.136 1.601 1.590
C -0.853 -12.894 -4.906
H 2.696 -9.895 0.659
H -0.733 -14.219 -6.581
C -3.472 -1.922 2.662

Properties
**Total charge**: -1
**DFT total energy**: -3485.6311 a.u.
**Relative energy (zero: lowest compared OMol25 entry of this formula, charge and spin)**: 0.0 kcal/mol
**Highest occupied orbital energy**: -0.195 Ha

Mulliken population analysis, charges in e, atoms 1 to 4:
1. O -0.3734
2. C -1.4728
3. C 0.2702
4. O -0.2978

Record 2
ORCA calculation (ωB97M-V/def2-TZVPD) on C48H87CrF9N2O39 as an isolated structure.

Cartesian coordinates (Å):
O 2.248 1.578 2.321
H -4.555 -4.120 7.136
O -3.752 -3.040 4.331
H 4.101 3.324 5.157
O -1.367 -4.586 -4.417
C -8.126 2.479 0.991
H -6.966 6.742 0.457
F -8.596 0.765 2.617
O 3.502 -4.618 -1.980
O -0.501 1.169 -1.899
C 3.465 -3.497 -2.852
H 0.214 -7.449 5.020
H -2.974 -2.809 -0.845
H -4.432 1.734 1.022
O -8.368 3.650 0.703
H 5.873 4.481 -0.404
C -2.162 -4.388 1.969
C 1.218 -7.031 5.090
O 3.267 -0.485 0.908
H -1.243 -3.127 -0.506
C -4.126 0.576 -8.379
H -0.993 -6.615 -4.162
O 1.706 3.655 0.572
H 1.258 -1.207 3.022
C -3.805 -1.982 4.961
O 4.990 4.566 -2.319
Cr 2.956 1.668 0.275
O -1.907 -2.767 -3.296
C 1.654 -0.031 -3.689
H -7.121 8.479 -1.511
H 3.660 5.685 2.095
H 4.404 -2.970 -3.022
H -0.194 -1.563 4.925
H 3.835 5.410 0.340
O -1.050 0.803 0.083
C -0.726 -5.751 -4.770
C 1.586 -2.531 -0.008
H -1.290 -1.525 3.381
C -9.104 1.680 1.845
C 4.797 -7.182 1.397
O 1.929 5.915 0.956
O -0.908 -6.854 2.468
O -5.818 6.289 -1.144
O 3.584 3.206 -1.108
H 6.207 -5.981 0.303
H -5.059 -1.216 2.662
H 6.213 -2.317 -1.491
C 6.746 -2.445 2.263
C -3.846 0.339 -6.833
O -3.328 -1.772 6.177
C -0.999 -3.788 -3.416
H 1.430 3.618 -4.922
H 6.301 -3.387 2.583
H -7.767 5.590 -0.688
H 4.529 -8.232 1.276
C -2.587 1.019 -4.866
H 7.569 -2.740 1.612
O -4.415 -0.617 -6.263
O -0.103 5.054 0.778
H 3.226 3.937 3.734
H 1.244 -3.405 -0.563
O 5.596 3.495 1.717
O 4.301 -6.045 -0.708
C 5.360 -6.626 0.069
C 6.116 4.327 -1.456
H 6.949 0.481 -2.465
C -0.625 -1.022 4.083
C 3.658 -1.631 0.711
F -3.622 6.851 -2.521
C 4.671 -5.127 -1.579
F -9.820 2.539 2.568
O -0.006 -3.977 -2.716
H 6.058 0.167 -1.125
H -1.865 2.804 2.759
F -3.671 -0.401 -9.143
H -3.282 -0.815 2.381
C 3.296 5.965 1.107
H -2.490 -3.375 2.202
C -1.096 4.054 1.046
O -6.489 5.145 -3.098
H 1.399 -1.647 -0.619
C 3.652 3.050 4.203
C -4.766 1.643 -0.011
O -2.992 1.193 -6.228
H -8.086 7.420 -2.386
H -4.017 1.878 -0.767
H 1.223 -0.192 -4.677
H 1.436 3.247 -2.309
H 7.274 -1.979 3.095
O 4.993 1.739 0.930
C -6.058 2.447 -0.130
H -2.964 0.101 -4.417
H 1.393 -7.576 3.009
O 5.160 -0.298 -3.018
H 2.765 -2.798 -2.395
H 5.631 -7.268 2.092
H 6.804 5.140 -1.687
H -0.223 3.379 2.918
H -2.065 4.489 0.804
H 6.575 3.352 -1.621
H -2.294 -4.353 0.887
C -7.815 7.653 -1.356
H -1.403 4.478 3.297
C -1.977 -2.372 -0.788
H 2.672 -6.388 3.512
C -0.349 -5.799 2.717
C -4.133 5.648 -2.784
N -0.229 1.026 -0.773
O 5.772 -4.719 -1.957
H 7.802 -1.708 -1.272
C -5.576 5.644 -2.311
H 3.072 -3.853 -3.804
F -5.396 0.709 -8.673
N 5.898 2.374 1.423
H -1.216 -0.250 4.575
H -5.039 0.615 -0.249
H -6.301 2.334 -1.186
O 4.903 -2.023 0.862
C 2.019 1.404 3.512
H -2.805 -5.106 2.478
H -0.966 3.247 0.324
F -3.468 4.746 -2.052
H 1.049 -2.658 0.932
O -4.002 -0.757 4.393
C -4.035 -3.385 7.749
H 1.187 5.354 -4.649
C 6.954 -1.667 -1.955
C 1.486 4.243 -2.750
H 6.341 -0.510 1.280
H 1.266 -0.728 -2.947
C -7.115 6.458 -0.585
C 5.809 -1.352 1.724
H -2.568 3.179 -4.383
O 2.965 -2.624 0.285
H 5.287 -0.942 2.589
H 1.878 -7.738 5.594
H 0.967 4.987 -2.146
H 3.908 -6.642 1.721
O 0.858 -5.590 3.267
O 6.990 1.880 1.641
O 3.083 -0.180 -3.731
H -8.732 7.973 -0.862
C 1.022 4.359 -4.234
H 1.188 -6.098 5.653
H -2.321 -0.913 -2.419
C 1.198 4.764 0.752
H -4.693 -2.578 8.073
H -1.511 0.864 -4.794
C 3.870 0.028 -2.645
C 6.245 -0.270 -2.106
H -2.007 -1.629 0.008
H 4.421 2.531 3.631
O 3.543 0.591 -1.615
H -2.178 -3.505 6.410
H -0.746 -1.493 -2.375
O 1.142 0.612 4.137
H 5.829 -7.412 -0.523
O 0.964 1.115 -0.404
H -0.930 -5.952 -5.822
C -1.772 -1.839 -2.248
C 3.794 3.988 -2.056
C 0.578 -0.404 3.308
H -4.354 0.424 2.631
H -5.865 3.511 0.008
O 2.899 4.530 -2.848
H -3.709 -3.800 8.703
H -2.785 2.186 -3.048
C -1.222 3.668 2.591
O 2.588 2.141 4.514
O -7.029 1.833 0.661
H -0.061 4.243 -4.211
F -3.444 1.638 -8.722
H 0.077 0.024 2.439
H 1.411 0.992 -3.402
H 0.339 -5.523 -4.728
H 7.317 -1.834 -2.969
H 3.434 7.029 0.913
F -10.037 1.158 1.065
H -4.093 2.305 -4.104
F -4.077 5.282 -4.101
O -0.884 -4.535 2.483
C -3.007 2.218 -4.115
H -2.236 -2.232 7.714
C -2.796 -2.806 6.974
C 1.641 -6.720 3.636
C -4.196 -0.610 2.939

Properties
**Total charge**: 0
**DFT total energy**: -6868.0989 a.u.
**Spin multiplicity**: 5
**Highest occupied orbital energy (spin up / spin down)**: -0.319 / -0.338 Ha

Mulliken population analysis, charges in e, atoms 1 to 4:
1. O 0.9725
2. H 0.3006
3. O -0.5755
4. H 0.3015

Record 3
ORCA calculation (ωB97M-V/def2-TZVPD) on a 7-piece molecular cluster, C48H87N6O16 overall.

Cartesian coordinates (Å):
H 0.216 1.763 4.119
H 3.175 2.142 -3.132
H -0.962 -6.505 2.046
H 1.690 2.306 3.371
H 2.203 2.386 -9.849
C -1.074 -6.203 3.087
H 1.539 1.888 -2.540
N -0.233 -1.946 2.708
H 1.930 3.763 -8.770
H -1.308 -5.388 -2.009
H 0.579 1.191 2.507
H 3.020 1.260 1.390
H -1.176 -4.097 5.138
H 1.806 7.325 -11.044
H 1.858 1.558 -7.506
O 3.726 -7.166 5.436
O 4.192 0.090 -1.583
H 5.710 -7.374 5.201
H -4.967 2.195 0.761
H 0.733 3.006 -6.686
H -5.571 1.481 5.996
O -0.316 5.278 -11.039
O -4.454 4.631 2.111
H 0.750 3.913 -5.177
O 2.342 0.538 5.203
C 6.953 -0.996 -2.112
H -3.092 -3.355 -1.285
H -7.687 7.241 2.715
H -1.365 6.863 -11.894
H 6.468 -1.094 -3.074
H -4.821 0.831 -3.836
H -4.650 -1.470 -2.929
C -5.384 -0.770 -2.528
H -1.814 5.243 -12.375
H 3.570 3.369 -9.292
C -5.596 6.420 1.044
O -5.277 6.130 3.477
H -4.776 1.822 3.047
H 4.193 -9.593 6.671
O -6.693 3.041 -0.877
H -7.712 6.761 4.407
C -5.174 1.444 0.004
H 8.667 -0.689 1.328
H -6.340 -0.949 -3.019
H 5.310 1.709 -0.887
H 8.306 -2.628 -2.464
C 1.267 3.767 -6.123
H 6.823 0.843 0.715
H -3.719 1.216 6.836
C -1.211 -3.848 4.077
H -4.225 1.026 -0.323
H 3.586 -3.506 2.710
H 0.141 7.937 -11.076
H 3.964 -0.094 1.082
H -0.926 -4.492 0.534
C 2.797 2.021 -7.815
H 1.246 4.699 -6.687
H 5.570 1.263 -2.583
C -4.936 0.658 -2.767
C -2.044 -2.679 1.115
C 2.883 -3.213 3.489
C -1.899 -4.031 0.379
H -7.657 8.478 3.976
H -0.595 6.361 -14.229
C 3.000 0.836 -1.400
C 2.683 -6.903 6.241
O -4.918 -0.134 4.831
H 2.305 0.587 -3.432
H -1.323 -3.275 -1.549
C 3.016 -1.727 3.652
H -5.783 0.655 0.445
O 3.410 2.704 -6.711
C 2.497 1.397 -2.730
C -5.515 1.167 4.953
C 5.390 0.867 -1.580
C 8.597 -1.761 -0.535
O 1.753 -6.289 5.785
H -5.627 7.499 1.174
H 2.040 -6.805 8.254
H -5.519 -0.982 -1.467
H -5.342 8.171 3.061
H 9.390 -2.439 -0.258
H -2.715 -2.765 1.965
C 1.027 1.450 3.459
H 2.264 -1.131 -1.264
C 0.428 5.969 -10.162
H -2.259 -3.905 3.789
N 3.061 0.252 1.382
O 4.053 -1.159 3.754
C 0.866 7.374 -10.495
C -3.110 0.424 6.409
O -2.197 -5.118 -1.771
C -0.755 -2.056 1.498
O 3.264 3.811 -4.830
C -5.965 2.115 -1.095
H 0.980 0.052 -1.198
H 0.089 -4.459 2.428
H -5.294 3.135 4.103
H 4.690 -9.628 4.984
H -3.966 0.868 -2.311
H -6.540 1.031 4.612
H 0.498 -5.095 4.005
N 0.014 -1.470 0.571
H 1.034 7.904 -9.562
C -5.042 5.673 2.232
O -3.557 -1.712 5.452
H -2.651 -0.124 7.228
H -2.143 -6.066 3.261
H 5.912 -9.609 6.265
H 3.483 1.209 -8.052
C 7.980 -1.861 -1.775
H 3.146 -3.709 4.419
C 2.703 3.415 -5.819
C 4.938 -9.225 5.965
C 1.064 -0.963 1.218
C 2.665 -7.453 7.646
C -7.301 7.485 3.704
H 0.314 4.965 -13.627
N 2.038 -0.290 0.618
H 1.894 -3.506 3.152
H -5.430 7.685 4.738
H -2.499 -1.975 0.417
H 0.813 6.594 -13.188
C 1.990 -0.155 -0.859
C 1.764 0.351 4.172
C 8.199 -0.784 0.358
C -5.788 7.444 3.739
C -0.341 -4.872 3.342
C -0.053 5.959 -13.373
O -5.907 1.619 -2.349
C 7.165 0.081 0.026
C -0.566 -7.276 4.041
O 0.786 5.411 -9.157
H -0.699 -6.959 5.073
H -3.765 2.310 4.398
H 2.221 -8.448 7.625
C -0.962 5.887 -12.165
H 5.229 -7.274 6.879
C 2.610 2.939 -9.002
C 4.964 -7.713 5.917
H 0.484 -7.489 3.860
H -4.967 6.202 0.186
H -2.325 0.870 5.799
C -3.886 -0.557 5.564
H -6.602 6.052 0.840
H 3.645 -7.508 8.113
N 1.733 -0.998 3.668
H -1.554 -1.747 4.273
C 6.532 -0.032 -1.206
H -2.675 -4.698 0.750
H 0.045 -2.253 4.766
H -1.138 -8.195 3.911
N 0.962 -1.235 2.554
C -4.798 2.167 4.078
C -2.141 -3.860 -1.120
H 3.158 1.694 -0.741
C -0.720 -2.398 4.012

Properties
**Total charge**: +1
**DFT total energy**: -3413.3108 a.u.
**Highest occupied orbital energy**: -0.403 Ha

Mulliken population analysis, charges in e, atoms 1 to 4:
1. H 0.2768
2. H 0.4768
3. H 0.3778
4. H 0.3582

Q: Look up the total charge of the second one.
A: 0

Q: The highest total charge belongs to which entry?
A: C48H87N6O16